(1)
ORCA calculation (ωB97M-V/def2-TZVPD) on a 8-piece molecular cluster, C12H42O14P2 overall.

XYZ file:
```
70
Properties=species:S:1:pos:R:3
P -12.48279 21.23544 -30.49982
P -10.24268 22.90273 -25.67814
O -10.16767 21.27419 -25.41985
O -14.24897 26.67131 -28.36867
O -11.87885 17.02167 -27.85073
O -12.25930 22.83849 -30.66229
O -13.56315 20.83056 -29.53238
O -11.03275 20.64993 -30.07694
O -17.24378 21.14368 -26.02399
O -16.80728 20.33191 -31.85509
O -9.65797 23.61263 -24.36006
O -11.58457 23.36245 -26.10323
O -12.64793 20.65153 -32.01073
O -14.06685 22.28712 -22.67385
O -9.13336 23.03149 -26.87085
O -14.68333 20.59486 -27.09115
C -10.39467 21.06326 -28.86864
C -13.06305 19.28306 -32.26804
C -12.81648 17.94362 -27.40008
C -13.78237 23.58967 -22.92876
C -16.55799 20.74789 -30.48446
C -17.78583 19.88082 -25.68326
C -9.86056 24.99779 -24.20643
C -10.99238 20.67494 -24.38435
C -13.17629 23.55552 -31.50635
C -7.79397 22.51025 -26.74035
C -14.01143 21.59934 -26.37065
C -13.80747 25.42648 -27.79681
H -9.37736 21.28250 -29.19285
H -13.83524 25.45809 -26.70762
H -13.71482 24.25400 -30.86588
H -18.87023 19.92639 -25.58274
H -16.33947 21.03897 -26.32871
H -11.62477 19.84994 -24.71228
H -10.90766 25.20981 -23.99028
H -14.10570 19.21512 -32.57847
H -7.15206 23.34030 -26.44529
H -7.77276 21.77915 -25.93217
H -12.65923 24.11172 -32.28827
H -13.75908 17.66880 -27.87345
H -10.79729 21.93105 -28.34619
H -17.09302 21.03362 -32.44463
H -12.40266 18.80187 -32.98946
H -15.17362 26.75516 -28.12457
H -10.40920 20.19799 -28.20592
H -9.55819 25.56281 -25.08816
H -14.72962 22.16775 -25.77971
H -17.36388 19.45737 -24.77180
H -14.27531 20.54664 -27.95878
H -15.97007 19.98438 -29.97505
H -12.46386 16.30269 -28.10060
H -11.70604 21.42178 -24.03647
H -13.32493 21.75066 -22.38512
H -12.73957 25.27300 -27.95216
H -14.38025 24.58228 -28.18068
H -13.91950 22.88221 -31.93342
H -14.53377 24.00791 -23.59851
H -13.23156 21.23199 -25.70359
H -12.95346 17.97642 -26.31922
H -10.32144 20.40033 -23.57039
H -13.53601 22.25784 -27.09759
H -13.81885 24.19006 -22.01975
H -12.92202 18.71018 -31.35151
H -12.81568 23.61526 -23.43171
H -12.54412 18.92348 -27.79226
H -9.37348 25.35702 -23.29989
H -17.55247 20.80415 -30.04179
H -17.54342 19.14425 -26.44929
H -16.07055 21.72281 -30.49087
H -7.51255 21.98558 -27.65338
```

Summary:
- Multiplicity: 2
- ΔE to the lowest compared entry with this formula, charge and spin: 0.00 kJ/mol
- Charge: +1
- LUMO energy (alpha / beta): -2.21 / -9.07 eV
- E_tot: -60359.6951 eV
- Orbital gap (alpha / beta): 10.27 / 3.41 eV
- ⟨S²⟩: 0.756

=====

(2)
ORCA calculation (ωB97M-V/def2-TZVPD) on C4H2O2Rb as an isolated structure.

XYZ file:
```
9
Properties=species:S:1:pos:R:3
Rb 2.15657 -4.62239 -2.91357
O 1.32838 -1.60385 -0.38651
O -2.65658 2.01692 -0.48186
C 0.37358 0.57727 0.20354
C 0.95474 -0.61076 0.16570
C -1.83785 1.48071 0.12754
C -0.84044 0.96697 0.85867
H -1.01055 0.90300 1.93606
H 1.53214 0.89213 0.49043
```

Summary:
- ΔE to the lowest compared entry with this formula, charge and spin: 0.00 kJ/mol
- Charge: +1
- LUMO energy: -4.24 eV
- E_tot: -8921.7114 eV
- Orbital gap: 7.31 eV

=====

The highest E_tot belongs to which entry?
C4H2O2Rb

=====

What is the charge in the second record?
+1

=====

Number 1 is which compound?
C12H42O14P2

=====

What is the formula in the second record?
C4H2O2Rb